*one*
C4H8ClN | wB97M-V/def2-TZVPD

Last column: Mulliken charge in e.
Geometry (Å):
C: -1.5486 1.6299 -0.2465  -0.737
C: -0.6304 0.9370 0.4387  -0.275
C: -0.4702 -0.5866 0.5219  0.220
Cl: -1.9891 -1.4489 0.0432  -0.211
C: 0.6850 -1.1225 -0.2608  -0.634
N: 1.9126 -0.4280 0.1118  -0.617
H: -2.3447 1.1750 -0.8027  0.262
H: -1.5216 2.7192 -0.2647  0.250
H: 0.1893 1.4893 0.9891  0.320
H: -0.2514 -0.8452 1.5709  0.261
H: 0.8053 -2.1947 -0.1190  0.406
H: 0.4649 -0.9293 -1.3516  0.261
H: 1.9668 0.4926 -0.3808  0.249
H: 2.7324 -0.8878 -0.2495  0.244

Properties
- Multiplicity: 1
- LUMO energy: 0.0364 Eh
- Net charge: 0
- Gap between HOMO and LUMO: 0.3941 hartree
- HOMO energy: -9.734 eV

*two*
C4H8ClN | wB97M-V/def2-TZVPD

Last column: Mulliken charge in e.
Geometry (Å):
C: 1.5732 -2.6202 0.1114  -0.646
N: 1.7596 -1.3762 -0.5862  -0.344
C: 1.3398 -0.3441 -0.0219  0.020
Cl: 1.5961 1.2437 -0.5208  -0.130
H: 0.6238 -3.0439 -0.3318  0.254
H: 2.4215 -3.3004 -0.2900  0.214
H: 1.5389 -2.5063 1.1892  0.350
H: 0.9838 -0.4876 0.9924  0.286
C: -1.8371 1.4945 -0.4408  -0.540
C: -2.1297 2.6269 0.2093  -0.422
H: -2.2169 0.6271 0.0669  0.224
H: -1.4369 1.3176 -1.4726  0.311
H: -1.8175 3.6224 -0.2194  0.205
H: -2.3987 2.7465 1.3142  0.218

Properties
- Multiplicity: 1
- LUMO energy: 0.0385 Eh
- Net charge: 0
- Gap between HOMO and LUMO: 0.4071 hartree
- HOMO energy: -10.030 eV

*three*
C4H8ClN | wB97M-V/def2-TZVPD

Last column: Mulliken charge in e.
Geometry (Å):
C: 1.1373 -1.7218 -0.4086  -0.355
C: 0.8166 -1.7345 -1.7000  -0.607
C: -1.1342 -0.1819 0.5895  -0.243
C: -0.3167 2.0411 1.4381  -0.767
N: -0.9261 1.1390 0.4466  -0.073
Cl: -1.9176 -0.9107 -0.7490  -0.106
H: 1.1169 -2.6193 0.2323  0.221
H: 1.3586 -0.7719 0.1598  0.199
H: 0.7817 -0.8652 -2.2778  0.288
H: 0.4770 -2.6201 -2.1924  0.256
H: 0.4654 1.5065 1.9213  0.288
H: 0.1229 2.8660 0.8824  0.334
H: -1.1347 2.2615 2.1232  0.279
H: -0.8471 1.6112 -0.4653  0.286

Properties
- Multiplicity: 1
- LUMO energy: 0.0283 Eh
- Net charge: 0
- Gap between HOMO and LUMO: 0.3426 hartree
- HOMO energy: -8.553 eV

Quick one: most stable of them? *one*

*one*
C6H8N2 | wB97M-V/def2-TZVPD

Last column: Mulliken charge in e.
Geometry (Å):
C: -0.3137 1.6802 -2.1811  -0.056
C: 2.0436 0.5664 -0.5830  -0.626
C: 0.7918 0.2948 -0.4715  -0.444
C: -0.4431 -0.2584 1.6802  -0.699
C: -1.5342 0.1595 0.7100  -0.739
C: -0.2104 -0.4055 0.1547  1.315
N: -0.7351 2.6177 -2.6874  -0.488
N: -0.3676 -1.7841 -0.3259  -0.677
H: 2.8120 0.0488 0.0081  0.268
H: 2.4406 1.3457 -1.1910  0.328
H: -0.0184 0.4554 2.3732  0.331
H: -0.5066 -1.2034 2.1669  0.273
H: -2.4247 -0.3785 0.6781  0.340
H: -1.7091 1.1942 0.6570  0.286
H: 0.1686 -2.5002 0.3079  0.280
H: 0.0065 -1.8324 -1.2961  0.308

Properties
- Multiplicity: 1
- LUMO energy (alpha / beta): -0.0451 / -0.0451 Eh
- Net charge: 0
- Gap between HOMO and LUMO (alpha / beta): 0.3169 / 0.3170 hartree
- HOMO energy (alpha / beta): -9.852 / -9.853 eV

*two*
C6H8N2 | wB97M-V/def2-TZVPD

Last column: Mulliken charge in e.
Geometry (Å):
H: 2.1907 0.9354 -1.6687  0.253
N: 2.5686 0.3906 -0.8906  -0.719
C: 1.6278 -0.1293 -0.1779  -0.174
C: 0.1613 -0.0495 -0.4429  0.418
C: -0.2562 0.2106 -1.8571  -1.549
C: -0.6897 -0.2178 0.5878  0.548
N: -2.0572 -0.3642 0.5162  -0.572
C: -0.2466 -0.0747 1.9384  -0.829
C: 0.1482 0.2169 3.0335  0.243
H: 1.9287 -0.7253 0.7022  0.369
H: 0.3208 -0.3940 -2.5628  0.379
H: -0.0879 1.2687 -2.0915  0.335
H: -1.3152 0.0063 -2.0369  0.336
H: -2.4406 -0.8454 1.3286  0.271
H: -2.3706 -0.8001 -0.3463  0.249
H: 0.5178 0.5718 3.9679  0.440

Properties
- Multiplicity: 1
- LUMO energy: 0.0213 Eh
- Net charge: 0
- Gap between HOMO and LUMO: 0.3253 hartree
- HOMO energy: -8.273 eV

Quick one: most stable of them? *two*

*one*
C6H8N2 | wB97M-V/def2-TZVPD

Last column: Mulliken charge in e.
Geometry (Å):
H: 1.9392 0.1407 1.8537  0.273
N: 1.0697 0.4544 2.2755  -0.639
C: 0.2130 0.6916 1.4037  0.152
C: -1.1568 0.9591 1.7825  -0.348
C: -2.3041 0.9757 2.0940  0.152
N: 0.4173 0.5564 0.0328  -0.219
C: 1.6099 0.0743 -0.6199  -0.776
C: 0.2428 -0.7013 -0.7506  0.370
C: -0.6075 -0.6428 -1.9759  -1.129
H: -3.3024 0.7075 2.3277  0.414
H: 2.4105 -0.3568 -0.0590  0.331
H: 1.9410 0.7431 -1.3435  0.226
H: 0.1521 -1.5532 -0.1012  0.379
H: -1.7488 -0.4653 -1.7306  0.217
H: -0.2103 0.1346 -2.6818  0.301
H: -0.6655 -1.7180 -2.5074  0.294

Properties
- Multiplicity: 1
- LUMO energy: 0.0365 Eh
- Net charge: 0
- Gap between HOMO and LUMO: 0.3809 hartree
- HOMO energy: -9.372 eV

*two*
C6H8N2 | wB97M-V/def2-TZVPD

Last column: Mulliken charge in e.
Geometry (Å):
C: -0.1292 -2.2747 -0.7259  -1.166
C: -0.5492 -1.0033 -0.7573  0.432
N: -1.5047 -0.4850 -1.6107  -0.206
C: -1.6984 0.8669 -1.1831  -0.155
N: -0.7885 1.2662 -0.4209  -0.513
C: -0.0642 0.1735 0.0186  0.580
C: 0.9873 0.2754 1.0687  -0.303
C: 1.4873 1.5282 1.7322  -1.015
H: -0.2793 -3.0055 -1.4941  0.320
H: 0.6840 -2.5813 -0.0519  0.222
H: -2.1400 -1.1672 -1.9037  0.252
H: -2.3987 1.4654 -1.6633  0.441
H: 1.5017 -0.6279 1.2390  0.273
H: 0.6547 1.9494 2.2944  0.258
H: 1.9141 2.3415 1.0368  0.247
H: 2.3231 1.2784 2.4211  0.334

Properties
- Multiplicity: 1
- LUMO energy: 0.0043 Eh
- Net charge: 0
- Gap between HOMO and LUMO: 0.2760 hartree
- HOMO energy: -7.393 eV

Quick one: most stable of them? *two*

*one*
C6H8N2 | wB97M-V/def2-TZVPD

Last column: Mulliken charge in e.
Geometry (Å):
C: 1.0947 -1.4158 0.5640  -0.246
C: 1.2682 -1.2590 -0.8061  -0.483
C: 1.5666 0.7847 0.0538  -0.857
C: -1.1428 1.4195 -0.9412  -0.697
C: -1.6159 0.7254 0.0141  0.472
C: -2.1836 0.3073 1.0983  -0.792
N: 1.1046 -0.1031 0.9839  0.142
N: 1.5904 0.0214 -1.1251  0.047
H: 0.8727 -2.2974 1.2037  0.375
H: 1.2459 -2.0999 -1.3809  0.484
H: -1.1861 1.0955 -2.0135  0.200
H: -0.4192 2.1832 -0.7642  0.330
H: -1.8123 -0.5211 1.6622  0.224
H: 1.0079 0.2338 2.0035  0.257
H: -3.1341 0.5694 1.5751  0.271
H: 1.7430 0.3562 -2.1275  0.272

Properties
- Multiplicity: 1
- LUMO energy: 0.0328 Eh
- Net charge: 0
- Gap between HOMO and LUMO: 0.3371 hartree
- HOMO energy: -8.281 eV

*two*
C6H8N2 | wB97M-V/def2-TZVPD

Last column: Mulliken charge in e.
Geometry (Å):
C: 0.7185 1.8632 -1.1417  -0.927
C: 0.1730 0.3696 -1.6172  0.190
C: -0.8750 -0.2040 -0.5783  -0.804
C: 0.9779 -0.8114 1.4852  -0.214
C: -0.4528 -1.2218 1.6896  -0.558
C: -1.4752 -1.7017 1.9807  0.295
H: 0.3301 2.3764 -2.1565  0.266
H: 1.8746 1.7816 -1.3210  0.262
H: 0.4538 2.2391 -0.2009  0.360
H: 0.0987 0.0545 -2.6628  0.372
H: -1.0981 0.1971 0.4779  0.337
H: -1.8377 -1.0367 -0.4151  0.143
H: 1.8396 -1.1717 2.2863  0.268
H: -2.6826 -1.6933 2.5711  0.289
N: 0.5826 -0.6078 -0.6602  0.204
N: 1.3726 -0.4332 0.2628  -0.483

Properties
- Multiplicity: 1
- LUMO energy: 0.0204 Eh
- Net charge: 0
- Gap between HOMO and LUMO: 0.3226 hartree
- HOMO energy: -8.224 eV

*three*
C6H8N2 | wB97M-V/def2-TZVPD

Last column: Mulliken charge in e.
Geometry (Å):
C: -1.7344 -0.0929 -1.7874  -0.348
C: 1.7076 -1.0485 -0.3187  -0.527
C: 1.2009 -0.9575 1.2024  -0.611
C: -0.1266 -0.1133 0.8117  -0.001
C: -0.2210 1.2339 1.3228  -0.646
C: -0.4967 2.4555 1.4384  -0.091
H: -2.4448 -0.4876 -2.3826  0.327
H: -2.0747 0.9428 -1.2968  0.206
H: 1.5659 -2.0907 -0.7310  0.350
H: 2.6507 -0.4838 -0.3335  0.259
H: 1.8379 -0.2883 1.7917  0.353
H: 1.0682 -2.1903 1.6260  0.225
H: -1.1294 -0.5551 0.7590  0.480
H: -0.9975 3.7032 1.1090  0.310
N: -0.6099 -0.6568 -1.7008  -0.622
N: 0.2590 -0.4024 -0.6644  0.335

Properties
- Multiplicity: 1
- LUMO energy: 0.0194 Eh
- Net charge: 0
- Gap between HOMO and LUMO: 0.3143 hartree
- HOMO energy: -8.026 eV

*four*
C6H8N2 | wB97M-V/def2-TZVPD

Last column: Mulliken charge in e.
Geometry (Å):
C: 1.3054 1.1335 -0.0753  -0.586
C: -1.3766 1.1540 -0.2611  -0.434
C: -1.4353 -1.1334 0.1798  -0.491
C: 1.4824 -1.1378 0.1669  -0.847
C: -0.0003 -0.8360 -0.1323  0.433
C: -0.0524 0.6572 0.2959  -0.106
H: 3.0955 0.1859 -0.3041  0.236
H: 1.7463 2.0602 0.1449  0.290
H: -1.8420 2.1381 0.0431  0.211
H: -3.0599 -0.0362 -0.1888  0.238
H: -1.9054 -2.0754 -0.2615  0.185
H: 2.0969 -2.0023 -0.1820  0.185
H: 0.0094 -0.5404 -1.2929  0.127
H: -0.0297 0.6676 1.4176  0.278
N: 2.1112 0.0798 -0.0736  0.137
N: -2.0612 0.0027 0.0135  0.144

Properties
- Multiplicity: 1
- LUMO energy: 0.0381 Eh
- Net charge: 0
- Gap between HOMO and LUMO: 0.2795 hartree
- HOMO energy: -6.569 eV

Quick one: most stable of them? *one*